(1)
Density functional theory data (the ωB97M-V functional and the def2-TZVPD basis) for a structure of composition C11H11Cl2N5NiO2S2Te.

Each line ends with the Mulliken charge.
Atoms and positions in Å:
Ni: 0.2458 0.7999 0.4356  -0.32
Cl: 0.4012 2.6167 -1.1468  -0.20
C: -0.1804 1.8478 -2.6115  1.00
C: -0.0707 2.5715 -3.7844  -0.88
C: -0.5353 2.0121 -4.9620  -0.29
C: -1.0973 0.7460 -4.9375  -0.78
C: -1.1936 0.0502 -3.7451  0.38
Cl: -1.9077 -1.5318 -3.7823  -0.22
C: -0.7367 0.5704 -2.5208  -0.24
S: -0.9054 -0.3365 -1.0372  0.09
H: 0.3703 3.5601 -3.7660  0.41
H: -0.4622 2.5593 -5.8934  0.36
H: -1.4683 0.2836 -5.8430  0.40
N: 1.7311 -0.9548 0.7193  -0.49
N: 2.4296 -0.6499 1.8825  -0.13
C: 2.3524 0.5784 2.4312  0.73
N: 3.0032 0.7568 3.5777  -0.35
N: 1.6403 1.4849 1.7601  -0.01
N: 1.5124 2.7554 2.2954  1.11
O: 0.7035 3.4524 1.7499  -0.56
O: 2.2392 3.1367 3.2075  -0.76
H: 1.0249 -1.6677 0.8800  0.17
H: 2.3538 -1.2136 -0.0338  0.26
H: 2.8895 -1.3816 2.4003  0.17
H: 3.3983 -0.0309 4.0586  0.16
H: 2.9499 1.6653 4.0151  0.23
Te: -1.4396 0.5186 2.3369  0.08
C: -1.9034 -1.4913 1.9883  -0.03
C: -2.9884 -2.0401 1.3727  -0.41
C: -2.9057 -3.4583 1.2418  -0.34
C: -1.7516 -3.9700 1.7479  -0.49
S: -0.7689 -2.7223 2.3942  -0.20
H: -3.8128 -1.4445 1.0043  0.40
H: -3.6741 -4.0678 0.7836  0.38
H: -1.4430 -5.0050 1.7809  0.40

DFT total energy: -4343.0082 hartree
gap between HOMO and LUMO (spin up / spin down): 7.0 / 6.7 eV
spin multiplicity: 1

(2)
Density functional theory data (the ωB97M-V functional and the def2-TZVPD basis) for an isolated molecule of C11H11ClN2O.

Each line ends with the Mulliken charge.
Atoms and positions in Å:
C: -1.7259 -2.4109 -0.8270  -0.96
N: -1.0484 -1.9831 0.3682  0.11
C: -0.4994 -2.8289 1.3019  0.29
Cl: -0.5484 -4.5261 1.1143  -0.22
C: 0.0253 -2.0524 2.2935  -0.57
N: -0.1876 -0.7501 1.9890  -0.65
C: -0.8250 -0.7276 0.8433  0.34
C: -1.1877 0.5839 0.1946  -0.10
O: -2.0238 0.4701 -0.9358  -0.57
C: 0.1055 1.3066 -0.1234  0.61
C: 0.9675 0.7724 -1.0743  -0.19
C: 2.1501 1.4162 -1.3891  -0.72
C: 2.4839 2.5996 -0.7527  -0.42
C: 1.6327 3.1322 0.1999  -0.59
C: 0.4476 2.4893 0.5135  -0.45
H: -2.1105 -3.4180 -0.6697  0.39
H: -1.0369 -2.4322 -1.6757  0.25
H: -2.5495 -1.7337 -1.0433  0.37
H: 0.5320 -2.3451 3.1890  0.44
H: -1.7556 1.1609 0.9346  0.47
H: -1.4685 0.3889 -1.7205  0.41
H: 0.7231 -0.1613 -1.5650  0.29
H: 2.8135 0.9912 -2.1280  0.39
H: 3.4079 3.1020 -0.9971  0.38
H: 1.8921 4.0528 0.7011  0.38
H: -0.2141 2.9033 1.2588  0.32

DFT total energy: -1070.7068 hartree
gap between HOMO and LUMO: 9.0 eV
spin multiplicity: 1
SMILES: Cn1c(Cl)cnc1[C@H](O)c1ccccc1

(3)
Density functional theory data (the ωB97M-V functional and the def2-TZVPD basis) for a cluster of 2 separate species, C11H11ClO in total in a non-equilibrium geometry.

Each line ends with the Mulliken charge.
Atoms and positions in Å:
C: -3.1254 1.1136 2.8075  0.05
C: -2.3941 0.5276 2.0354  -0.79
C: -1.4937 -0.4943 1.4947  0.53
O: -1.6582 -1.1004 0.4435  -0.50
C: -0.2009 -0.5717 2.2116  0.24
C: 0.4724 0.7423 1.7801  -1.01
Cl: 0.7610 -2.1433 2.1025  -0.17
H: -3.8099 1.7730 3.1907  0.49
H: -0.4324 -0.4237 3.2685  0.33
H: 1.4982 0.8664 2.2695  0.31
H: -0.1821 1.6421 2.0350  0.37
H: 0.5511 0.8799 0.7276  0.16
C: 0.2214 0.8986 -2.4987  -0.37
C: 1.5625 0.9619 -2.0948  -0.48
C: 2.1576 -0.2010 -1.6252  -0.33
C: 1.4325 -1.4239 -1.5885  -0.30
C: 0.1130 -1.4256 -2.0847  -0.28
C: -0.4694 -0.3082 -2.5543  -0.33
H: -0.2431 1.8044 -2.6579  0.46
H: 2.1440 1.9440 -2.2223  0.26
H: 3.1884 -0.2135 -1.2160  0.33
H: 1.9426 -2.3486 -1.2983  0.39
H: -0.5107 -2.2387 -1.7423  0.29
H: -1.5248 -0.2607 -2.7836  0.35

DFT total energy: -961.0654 hartree
gap between HOMO and LUMO: 8.8 eV
spin multiplicity: 1
SMILES: C#CC(=O)[C@H](C)Cl.c1ccccc1

(4)
Density functional theory data (the ωB97M-V functional and the def2-TZVPD basis) for a structure of composition C11H11MnN3O3SbSe4 in a non-equilibrium geometry.

Each line ends with the Mulliken charge.
Atoms and positions in Å:
Mn: -0.3192 1.0574 0.4306  0.43
N: 0.5413 2.4704 -0.8757  -0.33
C: -0.5491 2.9790 -1.7529  -0.34
C: -1.8447 2.9633 -0.9546  0.39
O: -2.7699 3.6987 -1.1109  -0.50
N: -1.7805 1.9783 0.0484  0.14
C: -2.6773 2.1248 1.1838  -0.57
C: -1.7451 2.1663 2.4082  0.77
O: -2.0952 2.4102 3.5381  -0.60
O: -0.5020 1.8278 2.0918  -0.47
H: 0.8931 3.2481 -0.3220  0.30
H: 1.3184 2.1725 -1.4571  0.30
H: -0.6686 2.3233 -2.6157  0.27
H: -0.3559 3.9898 -2.1070  0.41
H: -3.3237 1.2546 1.3276  0.31
H: -3.3169 3.0021 1.1012  0.39
Se: 0.4637 0.4532 6.9697  -0.15
Sb: 2.6688 1.4653 5.9853  0.48
Se: 1.9373 0.0513 3.8246  -0.12
Se: -0.0666 1.0878 4.7000  0.51
Se: 0.9289 3.2079 4.8783  0.00
N: 0.0489 -0.3786 -0.6340  -0.37
C: 0.3472 -1.3874 -1.1177  0.37
C: 0.7213 -2.6036 -1.6947  0.61
C: 2.0726 -2.9957 -1.6348  -0.41
C: 2.4409 -4.2129 -2.1622  -0.64
C: 1.4901 -5.0305 -2.7666  -0.31
C: 0.1585 -4.6345 -2.8472  -0.64
C: -0.2376 -3.4302 -2.3070  -0.40
H: 2.8006 -2.3556 -1.1546  0.43
H: 3.4710 -4.5357 -2.1060  0.42
H: 1.7906 -5.9837 -3.1802  0.42
H: -0.5698 -5.2693 -3.3317  0.42
H: -1.2711 -3.1145 -2.3552  0.44

DFT total energy: -11812.1609 hartree
gap between HOMO and LUMO (spin up / spin down): 6.8 / 6.8 eV
spin multiplicity: 1
total charge: +2

(5)
Density functional theory data (the ωB97M-V functional and the def2-TZVPD basis) for a cluster of 2 separate species, C11H11N in total in a non-equilibrium geometry.

Each line ends with the Mulliken charge.
Atoms and positions in Å:
C: -0.6817 -2.3505 -0.2109  -0.55
C: 0.4329 -3.2258 0.0782  -0.61
C: 1.6803 -2.7207 0.2824  -0.21
C: 1.9382 -1.3942 -0.0417  -0.58
C: 0.8729 -0.6565 -0.5079  -0.53
C: -0.4493 -1.1116 -0.6280  -0.44
H: -1.6042 -3.0542 -0.1228  0.21
H: 0.2246 -4.1403 0.3660  0.48
H: 2.5414 -3.2149 0.8964  0.26
H: 2.8820 -1.0373 -0.1753  0.50
H: 0.9472 0.3260 -0.8198  0.69
H: -0.9858 -0.2236 -1.0428  0.82
C: -1.3048 1.1472 0.5170  -0.66
C: 0.0179 1.1865 0.7951  -0.25
C: 0.5932 2.4058 0.6192  -0.17
N: 0.1235 3.3913 -0.1170  -0.57
C: -1.1232 3.2129 -0.5954  -0.20
C: -1.9469 2.1924 -0.2203  -0.40
H: -1.8189 0.2704 0.7093  0.79
H: 0.5729 0.3725 1.3440  0.45
H: 1.7214 2.6103 0.6742  0.31
H: -1.5503 3.9254 -1.2852  0.38
H: -3.0831 2.0890 -0.5146  0.28

DFT total energy: -480.3743 hartree
gap between HOMO and LUMO: 9.6 eV
spin multiplicity: 1
SMILES: c1ccccc1.c1ccncc1

(6)
Density functional theory data (the ωB97M-V functional and the def2-TZVPD basis) for an isolated molecule of C11H11N3O in a non-equilibrium geometry.

Each line ends with the Mulliken charge.
Atoms and positions in Å:
C: -2.3319 0.6724 2.1198  -1.10
C: -1.0401 -0.0316 1.9156  0.41
C: -0.0679 -0.6762 2.6605  -0.86
C: 0.9971 -0.9648 1.7179  0.93
C: 2.1256 -1.8563 2.1126  -1.15
N: 0.6083 -0.2213 0.6322  0.72
N: 1.1606 -0.0288 -0.6623  -0.70
C: 0.3730 0.6924 -1.5793  0.54
C: -0.2952 1.8376 -1.1938  -0.26
C: -0.9423 2.2392 -2.3431  -0.25
C: -1.0213 1.7306 -3.5378  -0.34
C: -0.5398 0.4904 -3.9970  0.31
O: -0.7446 -0.2396 -4.9934  -0.62
C: 0.4666 0.0589 -2.9063  -0.53
N: -0.5831 0.3764 0.7558  -0.79
H: -3.1581 0.1590 2.3673  0.40
H: -2.1420 1.5100 2.8114  0.25
H: -2.4721 1.2065 1.1017  0.27
H: -0.2679 -1.1916 3.6053  0.29
H: 1.8568 -2.4645 3.0232  0.30
H: 2.3352 -2.5751 1.2668  0.33
H: 2.9698 -1.2069 2.3107  0.27
H: 1.5841 -0.8701 -1.1525  0.36
H: -0.6133 2.1323 -0.2129  0.50
H: 0.1768 -0.9459 -2.6936  0.39
H: 1.5659 0.1673 -3.1287  0.34

DFT total energy: -664.9871 hartree
gap between HOMO and LUMO: 7.8 eV
spin multiplicity: 1
SMILES: Cc1cc(C)n(NC2=CC#CC(=O)C2)n1

(7)
Density functional theory data (the ωB97M-V functional and the def2-TZVPD basis) for an isolated molecule of C11H11N3O2.

Each line ends with the Mulliken charge.
Atoms and positions in Å:
H: 4.8773 -2.1567 1.0016  0.24
N: 4.0023 -1.8057 0.6180  -0.51
C: 3.9284 -2.0503 -0.6177  -0.23
C: 2.6828 -1.7102 -1.3791  -0.82
C: 1.8566 -0.6152 -0.7755  0.76
C: 2.4593 0.6058 -0.3833  -0.32
N: 1.8048 1.6117 0.1081  -0.65
C: 0.4549 1.4119 0.2409  0.27
C: -0.3502 2.4354 0.7686  -0.50
C: -1.7032 2.2683 0.8938  -0.82
C: -2.3267 1.0663 0.5044  0.60
C: -3.8107 0.8785 0.6816  -0.57
O: -4.3534 -0.1068 -0.1731  -0.25
O: -4.4075 -1.3059 0.6159  -0.37
C: -1.5486 0.0631 -0.0121  -0.39
C: -0.1580 0.2179 -0.1498  0.33
N: 0.5764 -0.8156 -0.6744  -0.51
H: 4.7257 -2.5549 -1.1570  0.42
H: 2.8968 -1.5077 -2.4250  0.32
H: 2.0570 -2.6006 -1.3804  0.31
H: 3.5250 0.7143 -0.5120  0.38
H: 0.0880 3.3688 1.0777  0.44
H: -2.3211 3.0599 1.2920  0.39
H: -4.3590 1.7987 0.5124  0.41
H: -3.9988 0.5547 1.7037  0.31
H: -4.6228 -1.9690 -0.0505  0.32
H: -1.9805 -0.8712 -0.3205  0.44

DFT total energy: -740.4072 hartree
gap between HOMO and LUMO: 9.0 eV
spin multiplicity: 1
SMILES: [H]/N=C/Cc1cnc2ccc(COO)cc2n1

(8)
Density functional theory data (the ωB97M-V functional and the def2-TZVPD basis) for an isolated molecule of C11H11NO in a non-equilibrium geometry.

Each line ends with the Mulliken charge.
Atoms and positions in Å:
C: -3.8502 -0.6451 0.1940  -1.02
C: -2.3957 -0.8450 -0.0709  -0.30
O: -1.9216 0.5213 -0.0290  -0.30
C: -0.5836 0.8096 -0.1064  0.08
C: -0.3286 2.1759 -0.0314  -0.72
C: 0.9558 2.6726 -0.0882  -0.22
C: 2.0765 1.8907 -0.1898  -0.93
C: 1.8674 0.4563 -0.0182  1.06
C: 3.0697 -0.3498 0.3205  -0.63
C: 2.8760 -1.6945 0.0957  -0.30
C: 1.5597 -2.2519 -0.1597  -0.36
N: 0.5179 -1.4749 -0.2415  -0.39
C: 0.5569 -0.1179 -0.2174  0.45
H: -4.3690 -1.5558 -0.2718  0.34
H: -4.3313 0.3871 -0.3437  0.21
H: -3.9244 -0.4570 1.3722  0.24
H: -2.1332 -1.3050 -1.0727  0.33
H: -1.9150 -1.6269 0.5586  0.33
H: -1.1882 2.6790 0.0378  0.57
H: 1.0246 3.7719 0.0077  0.30
H: 3.0362 2.3525 0.0709  0.25
H: 4.0611 0.1097 0.5057  0.32
H: 3.8331 -2.2040 0.1418  0.32
H: 1.5059 -3.2986 -0.4640  0.37

DFT total energy: -555.6669 hartree
gap between HOMO and LUMO: 8.3 eV
spin multiplicity: 1
SMILES: CCOc1cccc2cccnc12